Record 1
Formula: C6H12O
Source: the OMol25 dataset
Level of theory: ωB97M-V/def2-TZVPD

CARTESIAN COORDINATES (ANGSTROEM)
C1 1.896770 1.174882 -0.916664
C2 1.043606 0.547586 0.179363
C3 -0.212197 1.340234 0.533178
O1 -1.073926 0.453045 1.196545
C4 -0.818568 -0.904337 0.733925
C5 -2.069198 -1.442782 0.077205
C6 0.409403 -0.830098 -0.180071
H1 2.408629 2.069192 -0.554640
H2 1.290080 1.463560 -1.779359
H3 2.667190 0.495000 -1.286254
H4 1.658574 0.412989 1.079781
H5 -0.007012 2.185239 1.197641
H6 -0.668561 1.739809 -0.390502
H7 -0.585905 -1.490752 1.631304
H8 -2.926669 -1.293301 0.733426
H9 -1.968538 -2.509108 -0.126054
H10 -2.266956 -0.930582 -0.868650
H11 0.117838 -0.827069 -1.239382
H12 1.105441 -1.653504 -0.020791

Cartesian forces (eV/Å) of the 6 atoms listed first:
0.0 0.0 0.0
-0.1 -0.6 -0.2
0.5 0.4 -0.2
0.0 -0.6 -0.1
0.0 0.3 0.2
-0.1 0.0 0.0

The LUMO energy is 1.124 eV. The SMILES is C[C@H]1CO[C@@H](C)C1. The value obtained for the frontier orbital gap is 10.6 eV.

=====

Record 2
Formula: C3H5CuO4
Source: the OMol25 dataset
Level of theory: ωB97M-V/def2-TZVPD

CARTESIAN COORDINATES (ANGSTROEM)
H1 -1.028582 -1.413929 0.767847
C1 -1.660610 -0.551388 0.990872
O1 -2.055399 -0.024507 -0.291084
C2 -1.257636 0.863627 -0.846752
O2 -0.486795 0.367789 -1.726928
O3 -0.784667 1.862932 -0.243184
H2 -1.290706 0.427190 1.536147
H3 -2.516985 -0.797933 1.626964
H4 1.955721 -1.443794 -0.459818
C3 2.463788 -0.559704 -0.037645
O4 2.371993 0.518826 -0.642249
H5 3.340870 -0.739704 0.605206
Cu1 0.949002 1.490593 -1.279374

Cartesian forces (eV/Å) of the 6 atoms listed first:
0.2 0.3 0.6
0.2 3.0 1.5
-2.0 0.7 -1.2
2.1 -2.5 3.4
0.2 0.0 -2.4
-0.5 1.1 -0.7

The spin multiplicity is 2. As for the expectation value of S²: 0.7548. The LUMO energy (alpha / beta) is -5.572 / -7.315 eV. The total charge is +1. The value obtained for the frontier orbital gap (alpha / beta) is 9.8 / 8.1 eV.

=====

Record 3
Formula: C21H12CrN4S5
Source: the OMol25 dataset
Level of theory: ωB97M-V/def2-TZVPD

CARTESIAN COORDINATES (ANGSTROEM)
Cr1 -0.395247 0.545548 -0.197393
S1 -3.804457 6.508496 -2.802208
C1 -3.001448 5.209430 -2.212596
S2 -1.875860 4.270521 -3.145039
C2 -1.451489 3.112100 -1.901474
C3 -2.075479 3.269066 -0.714869
S3 -1.860323 2.224766 0.647741
S4 -3.198889 4.606651 -0.597487
S5 -0.299743 1.863967 -2.234827
C4 1.854816 -2.255270 -2.634589
C5 1.319200 -1.074501 -2.131192
N1 0.446527 -1.038525 -1.129272
C6 -0.004301 -2.234199 -0.654951
C7 0.483550 -3.474887 -1.101173
C8 1.460761 -3.463924 -2.103651
C9 -0.080427 -4.666472 -0.544361
C10 -1.101119 -4.606664 0.339310
C11 -1.645285 -3.353325 0.770029
C12 -2.733215 -3.234866 1.639791
C13 -3.175184 -1.969606 1.966594
C14 -2.543056 -0.850581 1.445547
N2 -1.497228 -0.914256 0.614569
C15 -1.064947 -2.169199 0.283880
H1 2.568490 -2.213742 -3.444877
H2 1.584258 -0.121117 -2.573193
H3 1.872128 -4.394558 -2.473228
H4 0.317516 -5.620948 -0.865610
H5 -1.543528 -5.513270 0.733287
H6 -3.218728 -4.119233 2.031731
H7 -4.019618 -1.840687 2.628785
H8 -2.890267 0.144425 1.689317
N3 2.231637 4.167763 4.474452
C16 2.289038 3.537402 3.515914
C17 2.409693 2.756571 2.322537
C18 3.667331 2.509911 1.775185
C19 3.717458 1.761254 0.615118
C20 2.545972 1.283905 0.063526
N4 1.330085 1.495129 0.589740
C21 1.281823 2.237280 1.700544
H9 4.560316 2.901497 2.241628
H10 4.662873 1.554371 0.133429
H11 2.580097 0.721948 -0.856529
H12 0.296271 2.447828 2.095866

Cartesian forces (eV/Å) of the 6 atoms listed first:
-0.9 1.7 -0.8
-0.1 0.2 -0.1
0.1 -0.3 0.0
-0.1 0.1 0.2
-0.2 0.3 0.4
0.1 0.2 -0.6

The spin multiplicity is 5. As for the expectation value of S²: 6.0428. The LUMO energy (alpha / beta) is -1.266 / -1.558 eV. The value obtained for the frontier orbital gap (alpha / beta) is 4.9 / 4.7 eV.

=====

Record 4
Formula: C37H24BrCaF7N9S2
Source: the OMol25 dataset
Level of theory: ωB97M-V/def2-TZVPD

CARTESIAN COORDINATES (ANGSTROEM)
Ca1 -1.134698 0.944349 1.540689
C1 -0.090372 3.143444 4.463358
C2 -1.377449 2.594551 3.913994
C3 -1.855788 1.341614 4.296383
C4 -3.037574 0.814270 3.764855
C5 -3.524619 -0.538912 4.205161
C6 -3.751069 1.577166 2.840861
C7 -3.320372 2.854234 2.463352
C8 -4.159003 3.716873 1.563472
C9 -2.119860 3.331342 2.984375
H1 0.371159 2.456692 5.169939
H2 -0.269258 4.090156 4.974261
H3 0.624236 3.333800 3.660218
H4 -1.289813 0.755071 5.010616
H5 -3.850144 -0.500968 5.245681
H6 -2.729221 -1.283844 4.143879
H7 -4.373058 -0.871902 3.608137
H8 -4.679928 1.190046 2.434685
H9 -4.734401 4.420500 2.167962
H10 -4.866960 3.126663 0.983032
H11 -3.542012 4.299578 0.879431
H12 -1.757663 4.306821 2.677360
F1 -4.417392 -4.420115 -2.366318
C10 -3.689082 -3.417093 -2.866655
F2 -4.494660 -2.666312 -3.631479
F3 -2.750060 -3.945094 -3.662982
C11 -3.068809 -2.576945 -1.774278
C12 -1.962043 -1.795816 -2.056056
C13 -1.457697 -0.993716 -1.049245
N1 -1.981619 -0.952425 0.178843
C14 -3.033459 -1.733484 0.445725
C15 -3.616734 -2.555918 -0.500508
H13 -1.488749 -1.798821 -3.028110
H14 -0.593276 -0.370183 -1.243973
H15 -3.420015 -1.699543 1.457543
H16 -4.468735 -3.169500 -0.246054
S1 3.483832 2.207591 0.066896
C16 1.983535 1.997557 0.601284
N2 0.883719 1.840881 0.998817
Br1 -5.448769 1.899934 -2.804653
C17 -3.784738 2.445557 -2.118922
C18 -3.053830 3.460415 -2.716252
C19 -1.834203 3.802419 -2.157209
C20 -1.392504 3.125168 -1.032087
N3 -2.105002 2.150900 -0.456606
C21 -3.278754 1.818569 -0.996309
H17 -3.429341 3.963491 -3.596776
H18 -1.223349 4.580312 -2.592408
H19 -0.435392 3.350152 -0.578090
H20 -3.839029 1.022117 -0.519085
F4 1.900997 -2.185042 1.073206
C22 3.126216 -1.674346 0.980653
C23 3.952456 -2.122518 0.030365
F5 3.547241 -3.092857 -0.770249
C24 5.299652 -1.600062 -0.137649
C25 5.728398 -0.680761 0.902798
C26 4.906355 -0.254677 1.870709
F6 5.344739 0.610550 2.767204
C27 3.523680 -0.681259 1.955798
C28 2.664590 -0.201550 2.898341
C29 1.273184 -0.532362 2.909902
N4 0.134735 -0.697892 2.938617
C30 2.986776 0.771817 3.899630
N5 3.121648 1.532748 4.749223
F7 6.960978 -0.208916 0.851501
C31 6.083334 -1.929402 -1.196220
C32 7.416931 -1.439547 -1.396107
N6 8.494538 -1.114888 -1.622210
C33 5.646599 -2.793104 -2.257293
N7 5.310972 -3.451611 -3.135357
S2 1.771703 -0.767689 -2.530489
C34 2.463649 -1.653909 -3.769825
N8 2.339366 -3.024185 -3.775212
C35 2.794562 -3.816205 -4.768127
C36 3.423797 -3.249007 -5.825732
C37 3.588777 -1.850167 -5.764617
N9 3.141784 -1.087684 -4.799236
H21 1.869218 -3.421873 -2.974391
H22 2.632446 -4.878072 -4.651743
H23 3.808928 -3.837198 -6.642312
H24 4.125769 -1.339979 -6.557935

Cartesian forces (eV/Å) of the 6 atoms listed first:
-0.3 0.2 0.0
0.0 0.0 0.0
0.0 0.0 0.0
0.1 0.0 0.0
0.0 0.0 0.0
0.0 0.0 0.0

The LUMO energy (alpha / beta) is -5.279 / -5.278 eV. The total charge is +1. The value obtained for the frontier orbital gap (alpha / beta) is 5.1 / 5.1 eV.

=====

Record 5
Formula: C4H5NO2
Source: the OMol25 dataset
Level of theory: ωB97M-V/def2-TZVPD

CARTESIAN COORDINATES (ANGSTROEM)
O1 1.555598 0.214031 -0.214547
C1 0.996921 1.184757 0.321826
C2 -0.387572 1.439656 0.354764
C3 -1.291966 0.439628 0.059756
N1 -0.943545 -0.786294 -0.244640
C4 0.140048 -1.281297 -0.749694
O2 0.637572 -2.398174 -0.264517
H1 1.637794 1.911994 0.852960
H2 -0.748278 2.356029 0.785974
H3 -2.354146 0.572596 0.235667
H4 0.445151 -1.115014 -1.779518
H5 0.312423 -2.537913 0.641970

Cartesian forces (eV/Å) of the 6 atoms listed first:
0.1 0.0 0.0
0.4 0.3 0.1
-0.5 0.0 -0.2
0.4 0.3 0.2
-0.2 -0.9 0.0
-0.6 0.1 -0.3

The LUMO energy is 0.466 eV. The SMILES is O=C/C=C\N=C\O. The value obtained for the frontier orbital gap is 9.0 eV.

=====

Record 6
Formula: C36H50N2O5
Source: the OMol25 dataset
Level of theory: ωB97M-V/def2-TZVPD

CARTESIAN COORDINATES (ANGSTROEM)
C1 -4.135223 0.819169 3.834499
C2 -3.001867 1.320953 2.974966
O1 -2.177267 0.133475 2.706592
C3 -0.866870 0.291400 2.360722
C4 -0.321908 -1.002172 1.908137
C5 1.075158 -1.390092 2.045482
O2 1.357677 -2.482507 2.606828
C6 2.300940 -0.709075 1.461270
C7 2.774497 0.534852 2.183572
C8 3.418899 0.253819 3.552916
C9 2.414277 0.247126 4.725797
C10 2.277372 -1.088771 5.468243
C11 0.968077 -1.291091 6.263033
C12 -0.327362 -1.376858 5.437578
C13 -0.476532 -2.650945 4.608176
C14 -1.628602 -2.620228 3.588159
C15 -1.297570 -2.130938 2.128377
O3 -0.307604 1.384649 2.404462
H1 -5.042066 1.421103 3.719712
H2 -4.373327 -0.227666 3.616903
H3 -3.859556 0.882467 4.892730
H4 -3.374458 1.751927 2.020246
H5 -2.383674 2.073608 3.493266
H6 3.128437 -1.438921 1.449824
H7 2.072170 -0.467291 0.428094
H8 3.526328 1.017959 1.546230
H9 1.934077 1.239397 2.274627
H10 3.966505 -0.703546 3.500979
H11 4.164748 1.049083 3.751894
H12 2.770989 0.982979 5.469273
H13 1.431437 0.615137 4.395647
H14 2.419127 -1.935615 4.779968
H15 3.107424 -1.147855 6.187307
H16 1.067518 -2.202008 6.875950
H17 0.834473 -0.449304 6.954379
H18 -1.203540 -1.320345 6.115346
H19 -0.419758 -0.520305 4.744543
H20 0.439712 -2.864969 4.022176
H21 -0.592975 -3.502873 5.303184
H22 -1.943777 -3.676148 3.458459
H23 -2.493399 -2.047554 3.963566
H24 -2.254660 -1.866557 1.663482
H25 -0.885390 -2.983943 1.565302
C16 -7.313162 0.218860 -4.110257
C17 -6.294756 0.681785 -3.062337
N1 -4.986796 0.723919 -3.722717
C18 -3.818709 0.597877 -2.953617
C19 -3.756847 1.031268 -1.611381
C20 -2.599346 0.843571 -0.878722
C21 -1.459392 0.194245 -1.408839
C22 -0.261230 0.220829 -0.624065
C23 1.003110 0.243496 -1.319310
C24 1.501868 -0.843301 -2.086699
C25 2.824931 -0.858030 -2.515301
C26 3.632709 0.315089 -2.423934
N2 4.868977 0.409671 -3.043940
C27 5.307342 -0.719482 -3.840996
C28 6.713607 -0.585419 -4.414591
O4 7.064827 0.753337 -4.772955
C29 6.920324 1.646049 -3.665160
C30 5.456233 1.729014 -3.260162
C31 3.154628 1.380204 -1.617862
C32 1.873859 1.353677 -1.114598
C33 -1.546900 -0.292517 -2.742600
C34 -2.675642 -0.053923 -3.505445
C35 -4.935999 1.602420 -4.892585
C36 -6.057617 1.269270 -5.868516
O5 -7.329436 1.096658 -5.239754
H26 -7.078819 -0.835280 -4.390268
H27 -8.338163 0.299688 -3.704328
H28 -6.589316 1.677743 -2.665759
H29 -6.260809 -0.024506 -2.218454
H30 -4.585208 1.583259 -1.165581
H31 -2.505383 1.238849 0.123824
H32 -0.283337 0.896360 0.237475
H33 0.851295 -1.705514 -2.253088
H34 3.239470 -1.772788 -2.953994
H35 5.314320 -1.614585 -3.213398
H36 4.616673 -0.922567 -4.676730
H37 7.458472 -0.987327 -3.697432
H38 6.773782 -1.116632 -5.373074
H39 7.535303 1.341459 -2.791249
H40 7.255427 2.624034 -4.040053
H41 4.917730 2.288441 -4.052486
H42 5.413666 2.322484 -2.345499
H43 3.785688 2.245507 -1.392783
H44 1.509226 2.193244 -0.519372
H45 -0.708015 -0.836670 -3.158825
H46 -2.716168 -0.403390 -4.538969
H47 -5.052309 2.671738 -4.601659
H48 -3.960627 1.471964 -5.372524
H49 -6.198315 2.119191 -6.556698
H50 -5.763624 0.365203 -6.434630

Cartesian forces (eV/Å) of the 6 atoms listed first:
-0.3 0.1 0.6
0.8 -0.3 -0.2
-0.3 1.3 -0.2
0.5 0.1 -0.4
-1.0 0.7 0.4
2.1 -2.0 0.8

The LUMO energy is -1.755 eV. The value obtained for the frontier orbital gap is 5.2 eV.